# 1
{"formula": "C38H39Cl2HfN3O4Si", "method": "wB97M-V/def2-TZVPD", "homo_lumo_gap_ha": 0.2524, "total_charge": 2, "elements": ["Hf", "Cl", "C", "C", "C", "Cl", "C", "O", "C", "C", "O", "C", "H", "H", "H", "O", "C", "C", "C", "C", "N", "C", "C", "C", "C", "C", "C", "O", "C", "C", "N", "H", "H", "H", "H", "H", "H", "H", "H", "H", "H", "H", "H", "C", "Si", "C", "N", "C", "C", "C", "C", "C", "C", "C", "C", "C", "C", "C", "C", "C", "C", "C", "C", "C", "H", "H", "H", "H", "H", "H", "H", "H", "H", "H", "H", "H", "H", "H", "H", "H", "H", "H", "H", "H", "H", "H", "H", "H"], "coordinates": [[-0.121, -0.007, 1.117], [-2.278, 3.678, 7.173], [-2.077, 2.826, 5.694], [-2.886, 3.138, 4.604], [-2.756, 2.467, 3.401], [-3.816, 2.874, 2.103], [-1.797, 1.469, 3.238], [-1.679, 0.786, 2.088], [-0.982, 1.173, 4.345], [0.040, 0.171, 4.269], [0.424, -0.383, 3.225], [-1.134, 1.835, 5.571], [-3.640, 3.909, 4.699], [0.532, -0.128, 5.200], [-0.504, 1.568, 6.411], [6.782, 1.317, -0.158], [6.453, 0.176, 0.598], [4.962, 0.152, 0.793], [4.346, -0.902, 1.458], [2.979, -0.897, 1.611], [2.205, 0.099, 1.148], [2.804, 1.151, 0.553], [4.166, 1.201, 0.346], [1.912, 2.309, 0.267], [2.326, 3.444, -0.397], [1.480, 4.548, -0.448], [1.909, 5.818, -1.127], [3.047, 5.539, -1.906], [0.238, 4.456, 0.172], [-0.132, 3.268, 0.759], [0.681, 2.200, 0.801], [7.730, 1.337, -0.323], [6.925, 0.189, 1.586], [6.756, -0.751, 0.101], [4.920, -1.730, 1.854], [2.469, -1.704, 2.116], [4.632, 2.050, -0.129], [3.297, 3.501, -0.866], [2.118, 6.563, -0.349], [1.076, 6.196, -1.729], [3.395, 6.358, -2.274], [-0.451, 5.291, 0.181], [-1.116, 3.147, 1.196], [0.082, -2.177, 0.850], [-0.590, -2.663, -0.815], [-0.426, -0.984, -1.713], [-1.084, 0.190, -1.024], [-0.859, 1.408, -1.881], [-1.854, 1.473, -3.027], [-3.257, 1.750, -2.464], [-3.374, 1.196, -1.038], [-2.568, -0.077, -0.892], [-2.343, -3.248, -0.708], [-3.028, -3.327, 0.507], [-4.354, -3.738, 0.557], [-5.016, -4.079, -0.613], [-4.352, -4.019, -1.831], [-3.027, -3.609, -1.875], [0.464, -3.833, -1.786], [0.065, -5.157, -1.985], [0.872, -6.049, -2.681], [2.092, -5.629, -3.189], [2.513, -4.320, -2.995], [1.705, -3.434, -2.297], [1.149, -2.408, 0.763], [-0.304, -2.801, 1.662], [-0.772, -1.051, -2.750], [0.648, -0.760, -1.771], [0.176, 1.370, -2.222], [-0.978, 2.297, -1.268], [-1.836, 0.540, -3.594], [-1.540, 2.249, -3.725], [-4.013, 1.300, -3.106], [-3.453, 2.823, -2.456], [-4.409, 0.973, -0.779], [-3.030, 1.926, -0.305], [-2.846, -0.798, -1.663], [-2.764, -0.570, 0.063], [-2.529, -3.077, 1.438], [-4.869, -3.800, 1.507], [-6.049, -4.401, -0.577], [-4.863, -4.299, -2.743], [-2.520, -3.582, -2.835], [-0.887, -5.503, -1.598], [0.546, -7.070, -2.827], [2.716, -6.322, -3.738], [3.465, -3.993, -3.391], [2.062, -2.417, -2.158]]}

---

# 2
{"formula": "C60H48As2N2O4PPd", "method": "wB97M-V/def2-TZVPD", "homo_lumo_gap_ha": 0.1969, "total_charge": 3, "elements": ["Pd", "N", "P", "C", "C", "C", "C", "C", "C", "C", "C", "C", "C", "C", "C", "C", "C", "C", "C", "C", "N", "H", "H", "H", "H", "H", "H", "H", "H", "H", "H", "H", "H", "H", "H", "H", "O", "As", "C", "C", "C", "C", "C", "C", "C", "C", "C", "C", "C", "C", "C", "C", "C", "C", "C", "C", "H", "H", "H", "H", "H", "H", "H", "H", "H", "H", "H", "H", "H", "H", "H", "O", "C", "C", "C", "C", "C", "C", "C", "O", "O", "H", "H", "H", "H", "H", "C", "C", "C", "C", "C", "C", "As", "C", "C", "C", "C", "C", "C", "C", "C", "C", "C", "C", "C", "H", "H", "H", "H", "H", "H", "H", "H", "H", "H", "H", "H", "H"], "coordinates": [[0.040, 0.330, 0.287], [0.173, 1.629, 3.068], [-0.460, 2.204, 1.622], [-2.199, 2.300, 1.890], [-2.944, 3.076, 0.987], [-4.316, 3.147, 1.126], [-4.942, 2.439, 2.150], [-4.205, 1.645, 3.027], [-2.834, 1.565, 2.898], [0.075, 3.899, 1.540], [-0.278, 4.723, 2.617], [0.101, 6.051, 2.590], [0.806, 6.560, 1.497], [1.130, 5.743, 0.423], [0.764, 4.404, 0.437], [0.514, 0.315, 3.272], [0.914, -0.179, 4.509], [1.289, -1.502, 4.600], [1.248, -2.325, 3.472], [0.847, -1.777, 2.286], [0.494, -0.474, 2.198], [0.210, 2.250, 3.860], [-2.445, 3.630, 0.197], [-4.900, 3.753, 0.443], [-6.017, 2.511, 2.273], [-4.707, 1.088, 3.810], [-2.260, 0.945, 3.576], [-0.861, 4.341, 3.451], [-0.168, 6.700, 3.416], [1.089, 7.606, 1.482], [1.659, 6.150, -0.432], [1.005, 3.762, -0.401], [0.925, 0.473, 5.374], [1.621, -1.901, 5.553], [1.528, -3.371, 3.521], [0.786, -2.354, 1.372], [-1.930, -0.301, 0.801], [-2.675, -1.615, -0.036], [-4.505, -1.613, 0.482], [-5.262, -0.514, 0.083], [-6.602, -0.455, 0.433], [-7.175, -1.483, 1.179], [-6.413, -2.579, 1.568], [-5.072, -2.654, 1.214], [-1.849, -3.221, 0.543], [-1.921, -3.500, 1.909], [-1.293, -4.635, 2.403], [-0.590, -5.470, 1.539], [-0.504, -5.173, 0.183], [-1.136, -4.045, -0.324], [-2.717, -1.288, -1.905], [-3.091, -2.293, -2.790], [-3.214, -1.992, -4.139], [-2.985, -0.694, -4.588], [-2.627, 0.307, -3.694], [-2.491, 0.012, -2.344], [-4.814, 0.284, -0.494], [-7.205, 0.392, 0.121], [-8.224, -1.435, 1.449], [-6.864, -3.384, 2.140], [-4.491, -3.522, 1.492], [-2.461, -2.838, 2.573], [-1.360, -4.872, 3.459], [-0.111, -6.364, 1.925], [0.048, -5.827, -0.483], [-1.076, -3.808, -1.378], [-3.304, -3.296, -2.434], [-3.506, -2.766, -4.840], [-3.113, -0.459, -5.639], [-2.462, 1.320, -4.045], [-2.224, 0.783, -1.641], [0.777, 1.304, -4.289], [0.572, -0.015, -4.537], [0.497, -0.496, -5.837], [0.318, -1.846, -6.082], [0.193, -2.750, -5.030], [0.229, -2.278, -3.744], [0.425, -0.914, -3.471], [0.429, -0.505, -2.078], [0.638, 0.706, -1.703], [0.208, -1.344, -1.138], [0.900, 1.774, -5.116], [0.571, 0.207, -6.662], [0.281, -2.201, -7.107], [0.065, -3.806, -5.224], [0.108, -2.959, -2.908], [5.401, -1.244, 3.590], [5.382, -1.934, 2.383], [4.501, -1.561, 1.379], [3.670, -0.470, 1.598], [3.664, 0.220, 2.808], [4.546, -0.162, 3.801], [2.572, 0.166, 0.171], [3.341, 1.893, -0.137], [3.310, 3.004, 0.691], [4.012, 4.136, 0.318], [4.710, 4.146, -0.879], [4.721, 3.022, -1.706], [4.036, 1.884, -1.335], [4.000, 0.597, -2.088], [4.601, 0.345, -3.302], [4.503, -0.920, -3.886], [3.800, -1.941, -3.265], [3.189, -1.704, -2.048], [3.317, -0.443, -1.474], [6.084, -1.550, 4.374], [6.060, -2.762, 2.219], [4.490, -2.094, 0.438], [3.003, 1.064, 2.962], [4.581, 0.386, 4.735], [2.762, 2.995, 1.624], [4.021, 5.007, 0.963], [5.259, 5.032, -1.172], [5.284, 3.043, -2.632], [5.156, 1.127, -3.806], [4.988, -1.108, -4.836], [3.732, -2.918, -3.725], [2.629, -2.488, -1.555]]}